Entry 1:
Computed, not measured: C29H32AsN4PdS as an isolated structure in a non-equilibrium geometry, with ωB97M-V with the def2-TZVPD basis set.

Computed properties:
* LUMO level: -11.283 eV
* net charge: +3
* 2S+1: 1
* maximum force: 1.2 eV/Å
* energy above the lowest of the compared OMol25 structures with the same formula, charge and spin: 0.00 kcal/mol
* energy: -111682.5627 eV
* HOMO-LUMO gap: 0.1707 Eh

XYZ file:
```
68
Properties=species:S:1:pos:R:3:forces:R:3
Pd 0.10091 -0.40665 -0.10408 0.35 0.37 0.02
As -2.40465 -0.08926 -0.05460 0.01 0.17 0.05
S -0.20179 -2.65130 -0.93483 -0.13 0.20 0.25
N 1.05921 -4.90867 -0.49903 0.00 0.03 -0.03
N 0.20966 -0.86158 1.85552 0.16 0.38 -0.15
N 0.36499 0.42422 -1.92047 0.20 0.10 0.43
N 1.27695 1.10044 0.45896 -0.59 -1.08 -0.12
C 1.16246 -3.56490 -0.36087 0.13 -0.02 -0.07
C 1.40838 1.23938 1.81896 -0.15 -0.26 0.78
C 1.00396 1.80438 -4.23533 0.11 0.15 0.00
C 1.19734 1.50982 -1.84884 0.25 0.27 0.45
C -4.46878 1.50642 -1.27294 0.01 -0.03 0.04
C 0.96085 0.06930 3.95071 0.10 0.20 0.10
C -2.81373 0.81154 1.62029 0.00 -0.01 -0.01
C 3.01931 3.62079 -1.66950 0.00 0.01 -0.16
C 1.54949 2.22223 -3.00363 0.21 0.28 0.03
C 2.02165 2.24831 3.94014 0.02 0.00 0.07
C -0.20497 -2.03406 3.88673 -0.08 -0.14 -0.11
C 2.46576 3.30521 -2.88477 -0.16 -0.18 -0.08
C 0.41650 -1.05217 4.61119 0.08 0.13 0.10
C -0.30107 -1.89680 2.50031 -0.08 -0.17 0.13
C -0.11300 0.03742 -3.09043 -0.06 -0.04 -0.29
C 3.36126 -3.95059 0.52679 0.00 0.00 0.00
C 0.86221 0.12433 2.55199 0.17 0.37 -0.10
C 2.67100 2.92070 -0.51298 -0.39 -0.36 -0.04
C -2.18804 2.19667 1.71510 0.03 0.01 -0.02
C 3.21179 -5.32638 0.35066 -0.01 -0.01 0.00
C 1.72714 1.88969 -0.56064 0.10 0.43 -1.01
C -3.52560 -1.67553 -0.14464 0.06 -0.03 -0.03
C 2.34921 -3.07640 0.17392 0.02 0.01 0.01
C -3.70239 -2.20300 -1.56301 0.02 -0.01 -0.03
C 1.57441 1.15568 4.63462 -0.13 -0.23 -0.03
C 2.03539 -5.78377 -0.17642 0.01 -0.01 0.02
C 0.17771 0.71417 -4.27704 -0.13 -0.18 0.02
C -3.00591 1.10718 -1.46675 0.03 0.03 -0.02
C 1.93461 2.30732 2.54486 -0.21 -0.31 -0.18
H -4.62258 2.06021 -0.34726 0.00 0.00 0.00
H -2.56701 2.86191 0.93894 0.00 0.00 0.00
H 2.74624 3.85577 -3.77378 -0.01 -0.01 -0.01
H -5.13295 0.64226 -1.27402 -0.01 0.00 0.00
H -0.63474 -2.90214 4.36572 0.00 0.00 -0.01
H 0.48753 -1.12306 5.68975 0.00 0.00 0.01
H -3.09408 -2.42268 0.52200 0.02 0.00 -0.02
H -2.75023 -2.45558 -2.03313 -0.04 0.01 0.01
H -2.50076 0.15390 2.43236 0.03 0.00 0.00
H 3.74871 4.41558 -1.59725 0.00 0.00 -0.02
H -4.22422 -1.48645 -2.19648 0.00 0.00 -0.01
H -4.30407 -3.11078 -1.54006 -0.01 0.00 0.00
H 2.47786 -2.00893 0.28449 0.00 -0.01 -0.01
H 2.44578 3.08965 4.47065 0.00 -0.01 0.01
H 2.25321 3.21378 2.06232 0.03 0.05 -0.09
H -4.77643 2.15438 -2.09350 0.02 0.00 -0.01
H -2.43330 2.64927 2.67528 0.00 0.00 0.00
H -3.90423 0.86807 1.65916 -0.01 -0.04 -0.02
H -0.24232 0.35811 -5.20676 0.00 -0.01 0.01
H 0.19854 -5.27426 -0.89251 0.01 -0.02 0.00
H 3.18777 3.16966 0.39640 0.00 -0.02 0.11
H 1.25444 2.34325 -5.14093 0.00 0.01 0.00
H -1.10009 2.16217 1.62996 -0.02 -0.01 -0.01
H -2.85619 0.58728 -2.41331 0.01 -0.01 0.01
H -0.80433 -2.63694 1.89032 -0.01 0.00 0.01
H 3.99468 -6.02248 0.61138 0.00 0.00 0.00
H 1.65541 1.12020 5.71356 0.00 -0.01 0.00
H -4.48238 -1.36859 0.28579 0.02 0.03 0.03
H -2.34430 1.97509 -1.45597 0.01 -0.02 0.00
H -0.73533 -0.84757 -3.09132 0.00 -0.01 -0.01
H 4.28625 -3.56095 0.93172 0.00 0.00 0.00
H 1.82091 -6.82716 -0.35895 0.00 0.00 0.00
```
Positions in Å, forces in eV/Å.

natural (NBO) atomic charge list, values in e, 8 entries: number 1, Pd, carries 0.866; number 2, As, carries 1.204; number 3, S, carries -0.156; number 4, N, carries -0.457; number 5, N, carries -0.469; number 6, N, carries -0.464; number 7, N, carries -0.462; number 8, C, carries 0.093

***

Entry 2:
Computed, not measured: C29H32Cl2FeN6O4P2S as an isolated structure, with ωB97M-V with the def2-TZVPD basis set.

Computed properties:
* LUMO level (alpha / beta): -3.547 / -3.109 eV
* net charge: +1
* 2S+1: 2
* maximum force: 0.6 eV/Å
* energy above the lowest of the compared OMol25 structures with the same formula, charge and spin: 9.36 kcal/mol
* energy: -136563.8525 eV
* HOMO-LUMO gap (alpha / beta): 0.2377 / 0.2541 Eh

XYZ file:
```
77
Properties=species:S:1:pos:R:3:forces:R:3
Fe 0.88290 0.37083 0.83851 0.30 0.50 -0.21
Cl -4.79700 -1.12259 5.22218 -0.04 -0.03 0.02
Cl -2.11090 3.10368 3.33304 0.05 0.06 -0.03
S -1.04356 -2.42383 -0.51365 -0.01 0.02 -0.07
P 2.59113 0.00966 2.30669 -0.01 -0.11 0.04
P 1.77645 2.52771 0.86692 -0.10 -0.05 0.09
O -0.26095 1.10784 2.21824 -0.10 0.01 0.00
O -2.05262 -1.98764 0.42466 -0.05 0.03 -0.02
O 0.56739 -1.55132 1.98213 -0.06 -0.05 -0.03
O -0.32994 -3.64221 -0.24883 -0.04 0.01 0.01
N -3.53005 -2.71803 -5.85154 0.00 0.06 -0.15
N 2.03405 -0.34107 -0.63859 0.21 0.11 -0.14
N -4.19136 1.98560 -4.42745 0.01 -0.02 -0.02
N 0.00545 -1.16036 -0.54409 -0.15 -0.39 0.01
N -0.45348 1.44617 -0.63730 -0.05 -0.26 0.09
N 1.49641 -2.10556 -2.15396 0.00 -0.04 -0.08
C -1.30638 -3.43948 -3.03520 0.08 0.02 -0.01
C -1.74898 1.50561 -0.32172 0.00 0.17 -0.02
C 0.56911 3.85115 1.05164 0.02 0.03 0.01
C -3.44461 -0.50260 4.34415 0.11 -0.08 -0.08
C -1.42223 -0.83227 3.08096 0.04 -0.01 -0.06
C 3.66133 -1.08625 -2.18171 0.03 0.13 0.14
C 2.71552 -2.00536 -2.64145 -0.03 -0.04 -0.03
C -1.24101 0.55934 2.88900 -0.10 -0.07 0.12
C -2.96265 -2.66388 -4.61570 0.03 -0.01 0.15
C -3.44284 -1.76384 -3.64978 0.06 -0.06 -0.03
C -0.11081 1.56521 -1.92249 0.08 -0.03 -0.05
C -2.74216 1.69056 -1.26725 0.13 -0.03 -0.06
C -2.85799 -1.71074 -2.40351 -0.04 0.03 0.04
C -2.51723 -1.34843 3.78343 -0.08 0.17 0.07
C -3.29359 0.87287 4.19732 0.04 -0.08 -0.03
C 2.81137 3.08080 -0.52634 -0.06 0.08 0.06
C -0.49106 -1.80507 2.55924 0.02 0.18 0.02
C -3.37641 1.90544 -3.62327 -0.10 0.06 -0.06
C 3.26241 -0.26791 -1.14875 0.04 -0.17 -0.14
C -2.22603 1.38065 3.49002 0.02 -0.08 0.02
C 3.55040 -1.49397 2.00927 0.07 0.04 0.14
C -2.37291 1.79139 -2.60312 0.02 -0.04 0.11
C 3.76833 1.41554 2.31769 -0.06 -0.03 -0.02
C 2.05105 -0.05497 4.03732 0.05 0.01 0.00
C 1.17409 -1.26045 -1.16455 -0.05 0.01 0.15
C -1.77852 -2.53166 -2.09499 -0.04 0.04 0.01
C -1.02462 1.73853 -2.94021 -0.06 0.01 0.06
C -1.89091 -3.50629 -4.28132 -0.04 0.04 -0.01
C 2.90467 2.67766 2.30197 -0.02 -0.03 -0.07
H 1.61732 -1.02658 4.25754 -0.01 -0.01 -0.03
H -3.26046 -1.05408 -1.64388 0.02 0.01 0.02
H 4.25585 -1.64520 2.82861 -0.01 0.00 -0.01
H 1.29998 0.71184 4.21893 0.00 0.00 0.00
H -4.34856 -2.17859 -6.06196 -0.02 -0.02 0.01
H 2.97102 -2.69202 -3.44207 -0.02 -0.01 0.00
H 2.26128 3.06537 -1.46505 -0.04 -0.03 0.03
H 4.42641 1.35932 3.18631 -0.04 0.02 0.02
H 0.94288 1.47570 -2.15495 -0.02 -0.02 0.01
H -4.28848 -1.12886 -3.88149 -0.02 0.01 -0.02
H 2.86866 -2.34022 1.95219 -0.03 0.01 0.00
H 3.48993 3.59715 2.24598 0.00 -0.01 -0.04
H -2.62715 -2.42072 3.87358 -0.02 -0.03 0.02
H 2.90868 0.10465 4.69235 0.00 0.00 -0.01
H 1.07507 4.76209 1.37589 0.01 -0.01 0.00
H -3.77864 1.72110 -0.96529 -0.02 0.00 -0.02
H 3.71136 2.48680 -0.63972 0.07 -0.05 0.01
H 4.65445 -1.03431 -2.59917 0.01 0.02 0.01
H -0.47976 -4.08695 -2.78169 0.01 -0.01 0.03
H -0.73596 -2.85851 2.73766 -0.01 -0.02 0.00
H 2.27813 2.73650 3.19553 0.01 0.00 0.01
H -4.01761 1.54849 4.63084 0.00 0.01 0.01
H 3.94482 0.43957 -0.70022 0.05 0.07 0.02
H 0.06164 4.04423 0.10784 0.02 -0.04 -0.02
H -0.70016 1.80741 -3.96789 0.00 0.00 -0.01
H -0.16154 3.54005 1.79319 -0.02 0.03 0.02
H 3.10577 4.11211 -0.32139 -0.01 0.00 -0.02
H -1.52574 -4.21958 -5.00946 -0.01 -0.01 -0.02
H 4.40517 1.36681 1.43099 0.00 -0.01 -0.02
H -2.00109 1.39541 0.72025 0.00 -0.01 0.05
H 4.10395 -1.42329 1.07575 0.01 0.02 -0.02
H -3.25851 -3.42616 -6.50684 -0.02 -0.02 0.00
```
Positions in Å, forces in eV/Å.

Mulliken atomic charge list, values in e, 8 entries: number 1, Fe, carries 0.671; number 2, Cl, carries -0.206; number 3, Cl, carries -0.266; number 4, S, carries 1.530; number 5, P, carries 1.299; number 6, P, carries 1.065; number 7, O, carries 1.325; number 8, O, carries -0.724

***

Entry 3:
Computed, not measured: C29H32CuNO as an isolated structure in a non-equilibrium geometry, with ωB97M-V with the def2-TZVPD basis set.

Computed properties:
* LUMO level (alpha / beta): 2.549 / 2.547 eV
* net charge: -1
* 2S+1: 2
* maximum force: 3.3 eV/Å
* energy: -78766.4879 eV
* HOMO-LUMO gap (alpha / beta): 0.2148 / 0.2121 Eh

XYZ file:
```
64
Properties=species:S:1:pos:R:3:forces:R:3
Cu -0.61652 0.25516 1.10418 0.96 -0.17 0.49
O -1.93966 1.22307 -0.65330 0.18 -0.06 -3.31
N -1.72992 1.71463 -2.96401 -0.92 1.08 -1.02
C -0.77894 1.28924 3.92202 0.24 0.25 1.35
C 0.11643 0.28456 4.32845 -0.25 -0.23 0.11
C -1.05219 -2.04823 -0.18460 -0.55 -1.04 0.50
C 0.65370 1.77343 -3.61917 0.87 0.16 -1.03
C 1.54110 0.71703 1.63836 0.55 -1.03 -0.33
C 0.27718 1.22234 6.55263 -0.17 -0.12 -0.38
C -1.04701 -2.19334 2.14306 -0.17 -1.43 -0.60
C -0.64446 -0.32845 -1.96611 -0.67 0.71 -0.58
C 2.10388 -0.30156 -0.37367 -0.34 0.80 0.95
C -0.59854 2.60173 -3.43748 -0.57 -0.60 1.15
C -1.52345 0.94778 -1.81111 1.22 -0.88 2.40
C 3.10228 0.40493 -4.09411 -0.37 0.16 0.13
C -0.85254 -2.70352 -2.60650 0.78 0.72 -0.30
C -0.28347 -3.26705 1.62874 -0.42 0.86 -0.15
C 2.18563 -0.55632 1.90863 -0.07 0.80 -1.03
C -1.65642 -1.47441 1.02811 1.11 -0.74 -0.17
C -0.27771 -3.16254 0.18818 -0.43 0.73 0.54
C 3.09520 1.65159 -3.47087 -0.22 -0.06 0.32
C -2.93878 -1.59863 -1.64044 0.32 -0.68 -0.45
C 0.54040 0.17208 5.65413 0.04 0.54 0.19
C -1.42566 1.29067 2.59840 -0.43 -0.05 -1.02
C 1.88490 -0.15362 -4.49105 -0.55 0.28 -0.22
C 0.68828 0.58699 -4.37420 0.31 -0.22 -0.39
C -1.10853 2.28995 4.87054 0.38 -0.30 -0.16
C -0.51817 2.31219 6.13781 0.25 -0.50 0.28
C -1.40602 -1.63085 -1.61814 0.71 -1.12 0.96
C 2.53080 -1.14786 0.66951 -0.38 1.20 0.29
C 1.86930 2.25040 -3.12841 0.44 0.52 -0.28
C 1.41806 0.84298 0.21305 1.48 -1.00 -0.19
H 1.41742 1.52181 2.35064 -0.24 -0.14 -0.01
H -0.21595 -0.49463 -2.97065 -0.81 0.52 0.92
H -1.42164 2.26634 2.09581 -0.08 0.11 0.27
H 0.22477 -0.21222 -1.28797 -0.74 -0.19 -0.41
H 1.86985 3.17190 -2.52516 0.05 -0.46 -0.34
H -0.67186 3.14518 6.84184 -0.12 -0.43 -0.44
H -2.46143 0.92682 2.64102 0.17 0.07 0.11
H -3.28697 -0.85968 -0.93604 -0.29 0.11 0.16
H -3.34268 -1.37726 -2.62850 -0.09 0.06 -0.20
H -1.83745 3.04410 4.56430 0.31 -0.03 0.17
H 0.69532 1.18272 7.56307 -0.22 0.09 -0.31
H 0.27519 -3.82491 -0.48968 -0.21 0.40 0.37
H -1.20089 -1.96334 3.19851 -0.14 -0.19 -0.36
H 2.29479 -0.44644 -1.43150 -0.21 -0.09 0.09
H 1.85422 -1.17812 -4.89001 0.00 0.63 -0.03
H 0.23569 -4.06311 2.18564 -0.16 0.72 -0.16
H -2.63330 -0.99028 1.07580 0.28 -0.13 0.00
H 0.27302 -2.78249 -2.56326 -1.05 0.30 0.11
H 4.03263 -0.14316 -4.24518 -0.23 0.19 0.02
H 0.48632 -0.42484 3.58501 -0.51 0.11 0.35
H -2.60524 2.25695 -2.96912 0.64 -0.30 0.59
H 1.04361 1.69125 -0.35400 0.23 0.11 0.22
H -1.22457 -3.68622 -2.38183 -0.36 -0.45 0.13
H 4.04019 2.14250 -3.21381 -0.44 -0.27 0.14
H -0.44849 3.32727 -2.61496 0.33 -0.09 -0.44
H -1.10702 -2.45202 -3.65831 -0.02 -0.05 0.49
H -3.27400 -2.61018 -1.32058 0.00 0.71 -0.21
H 3.04813 -2.08379 0.54490 -0.04 -0.20 -0.02
H 1.08890 -0.73192 5.97232 -0.12 0.71 -0.19
H 2.37237 -1.01488 2.87411 -0.01 0.25 -0.08
H -0.89131 3.21094 -4.33222 0.07 -0.97 0.57
H -0.23876 0.18732 -4.83275 0.67 0.35 0.43
```
Positions in Å, forces in eV/Å.

natural (NBO) atomic charge list, values in e, 8 entries: number 1, Cu, carries 1.136; number 2, O, carries -0.632; number 3, N, carries -0.690; number 4, C, carries -0.029; number 5, C, carries -0.220; number 6, C, carries -0.091; number 7, C, carries -0.079; number 8, C, carries -0.421

***

Entry 4:
Computed, not measured: a 2-piece molecular cluster, C29H32F3O3S overall in a non-equilibrium geometry, with ωB97M-V with the def2-TZVPD basis set.

Computed properties:
* LUMO level: 0.824 eV
* net charge: -1
* 2S+1: 1
* maximum force: 3.6 eV/Å
* energy: -55722.5363 eV
* HOMO-LUMO gap: 0.1334 Eh

XYZ file:
```
68
Properties=species:S:1:pos:R:3:forces:R:3
S -1.20669 -1.50039 3.15723 -1.21 1.43 1.25
F -4.12621 -0.29038 -1.42011 1.16 0.40 -0.10
F -2.93179 1.35657 -0.54089 0.01 -1.44 -1.27
F -2.99117 1.07945 -2.72182 0.04 -0.91 1.06
O -0.07240 -1.16954 4.00331 0.88 -0.57 -0.35
O -0.97431 -2.08363 1.85097 0.43 -0.35 -0.21
O 3.36389 0.83008 -2.72312 -2.07 -0.46 0.14
C 2.79597 -1.99530 -2.61359 0.13 0.09 -0.09
C -2.34338 3.57612 2.84163 0.24 -0.27 -0.11
C 2.21304 3.34722 -3.85803 0.02 -0.24 -0.11
C -1.16550 3.86118 2.13937 0.09 -0.04 -0.19
C -0.59486 1.49648 2.14540 -0.17 0.03 0.14
C -2.49931 -4.02389 6.15743 -0.21 -0.07 -0.27
C 2.15636 0.53757 -2.53902 2.24 0.60 0.09
C -3.74953 -4.54302 4.15610 0.06 0.02 0.30
C 1.13912 1.60036 -2.37418 -0.91 0.33 0.15
C -3.09299 -3.51492 3.47847 0.07 -0.04 0.05
C -1.81853 1.16705 2.81637 0.34 0.50 -0.27
C -0.13654 1.23541 -2.08155 0.35 1.07 -0.49
C -0.53127 -0.13800 -1.88033 -1.86 -0.55 0.78
C -2.25876 -0.14051 3.11260 -0.42 -1.01 0.24
C -2.92945 0.36318 -1.52274 -2.14 2.87 0.74
C 2.18530 -3.40027 -2.52129 -0.08 0.09 0.07
C -0.29610 2.81054 1.80262 -0.28 0.11 0.23
C 3.51063 -1.86511 -3.96360 -0.04 0.19 -0.24
C -1.78738 -0.52481 -1.44996 2.50 -0.06 -1.44
C -2.65379 2.26904 3.17813 0.17 -0.06 -0.02
C 0.35204 4.02142 -2.32259 -0.05 -0.04 0.08
C 0.45621 -1.15369 -2.11703 1.15 -0.52 -0.10
C -2.11105 -2.75889 4.12113 -0.45 -0.03 0.07
C 2.60590 3.40001 -1.41476 0.08 -0.24 0.22
C 3.87689 -1.86047 -1.53458 0.01 0.21 0.32
C -1.84159 -2.99390 5.47868 0.04 0.06 -0.22
C 1.55779 3.08576 -2.49250 -0.04 -0.13 -0.05
C 1.74744 -0.87635 -2.43025 -0.72 -1.02 0.11
C -3.45004 -4.81359 5.49822 0.25 0.47 -0.38
H 0.63705 3.04248 1.27290 -0.33 -0.16 0.24
H 2.90530 4.45649 -1.47476 -0.11 -0.24 0.04
H 1.71258 -3.56242 -1.54268 0.07 -0.04 -0.24
H 4.27489 -2.65134 -4.05421 -0.23 0.16 -0.01
H -0.11320 3.89997 -1.33273 0.06 0.04 -0.26
H 0.12368 0.70269 1.93087 -0.24 0.19 -0.06
H 2.20298 3.19285 -0.41282 0.15 0.13 -0.21
H 0.10467 -2.18132 -2.06078 0.17 0.17 0.16
H 2.98264 -4.15054 -2.64135 -0.23 0.26 0.03
H 3.48230 2.76283 -1.58747 -0.18 0.32 0.22
H 1.50888 3.11624 -4.66889 0.18 0.11 0.07
H -3.15964 -0.26513 3.71459 0.25 -0.11 -0.18
H 1.44439 -3.56186 -3.31687 0.10 -0.02 0.20
H -0.40282 3.83510 -3.10063 0.12 0.07 0.21
H -3.01463 4.38975 3.12564 0.15 -0.22 -0.03
H -0.93053 4.88386 1.85748 0.01 -0.10 0.04
H -4.49985 -5.13481 3.63299 0.14 0.11 0.13
H 3.09831 2.70609 -3.94992 -0.24 0.28 -0.16
H 4.36019 -0.88225 -1.63080 -0.02 -0.31 0.15
H 0.67111 5.07041 -2.41060 0.02 -0.30 -0.01
H -3.95952 -5.61705 6.02298 0.07 0.10 -0.06
H 4.63206 -2.64853 -1.66244 -0.18 0.14 0.05
H 3.99912 -0.88672 -4.02180 -0.08 -0.30 -0.14
H 2.52128 4.40081 -3.93247 -0.13 -0.26 0.01
H -3.34244 -3.29114 2.44099 0.17 -0.10 0.22
H -2.00939 -1.56103 -1.25411 0.05 -0.10 0.15
H 2.79736 -1.96414 -4.79017 0.14 -0.01 0.02
H -3.54471 2.04107 3.76430 0.07 0.13 -0.20
H 3.43477 -1.94595 -0.53495 0.14 -0.01 -0.09
H -2.27800 -4.21424 7.20916 -0.02 0.10 -0.29
H -1.12164 -2.37140 6.01130 -0.09 -0.14 -0.34
H -0.91513 1.99845 -2.01848 0.37 -0.31 0.24
```
Positions in Å, forces in eV/Å.

natural (NBO) atomic charge list, values in e, 8 entries: number 1, S, carries 2.152; number 2, F, carries -0.322; number 3, F, carries -0.318; number 4, F, carries -0.347; number 5, O, carries -0.990; number 6, O, carries -0.988; number 7, O, carries -0.594; number 8, C, carries -0.076

***

What is the net charge in the fourth record?
-1